(1)
C3H5NO | wB97M-V/def2-TZVPD

Output
- SMILES string = O=CN1CC1
- frontier orbital gap (eV) = 10.96
- HOMO energy (hartree) = -0.3660
- relative energy (zero: lowest compared OMol25 entry of this formula, charge and spin) (kcal/mol) = 31.9
- largest force on an atom (eV/Å) = 0.7
- E_tot (eV) = -6728.188

Each line ends with the Löwdin charge.
Positions of all 10 atoms, in Å:
O1 -2.181 -0.105 -0.514  0.052
C1 -1.230 -0.842 -0.383  -0.318
N1 -0.086 -0.536 0.343  -0.081
C2 1.109 0.058 -0.247  -0.094
C3 0.251 0.804 0.720  -0.121
H1 -1.199 -1.880 -0.739  0.129
H2 2.075 -0.341 0.058  0.102
H3 1.029 0.334 -1.298  0.112
H4 -0.360 1.620 0.334  0.113
H5 0.537 0.828 1.760  0.107

(2)
C3H5NO | wB97M-V/def2-TZVPD

Output
- frontier orbital gap (eV) = 8.04
- HOMO energy (hartree) = -0.2580
- relative energy (zero: lowest compared OMol25 entry of this formula, charge and spin) (kcal/mol) = 60.7
- largest force on an atom (eV/Å) = 1.5
- E_tot (eV) = -6726.941

Each line ends with the Löwdin charge.
Positions of all 10 atoms, in Å:
O1 2.686 -0.836 0.715  0.037
C1 2.003 -0.452 -0.113  -0.012
C2 -0.154 1.250 0.310  -0.097
N1 -0.761 0.067 0.247  -0.202
C3 -0.788 -0.865 -0.699  -0.084
H1 -0.267 1.833 1.211  0.052
H2 0.286 1.658 -0.587  0.053
H3 -1.223 -0.206 1.108  0.151
H4 -1.361 -1.761 -0.517  0.050
H5 -0.362 -0.638 -1.665  0.053

(3)
C3H5NO | wB97M-V/def2-TZVPD

Output
- SMILES string = O=C[C@H]1CN1
- frontier orbital gap (eV) = 9.51
- HOMO energy (hartree) = -0.3336
- relative energy (zero: lowest compared OMol25 entry of this formula, charge and spin) (kcal/mol) = 62.4
- largest force on an atom (eV/Å) = 2.4
- E_tot (eV) = -6726.867

Each line ends with the Löwdin charge.
Positions of all 10 atoms, in Å:
O1 -1.027 0.908 1.550  0.020
C1 -1.154 -0.170 1.007  -0.221
C2 -0.163 -0.647 -0.063  -0.183
C3 0.728 0.387 -1.133  -0.064
N1 1.113 -0.060 0.143  -0.076
H1 -1.992 -0.837 1.354  0.125
H2 -0.243 -1.733 -0.287  0.119
H3 1.185 -0.036 -2.049  0.089
H4 0.671 1.493 -1.256  0.107
H5 0.905 0.741 0.732  0.085

(4)
C3H5NO2 | wB97M-V/def2-TZVPD

Output
- SMILES string = N#C[C@H](O)CO
- frontier orbital gap (eV) = 11.44
- HOMO energy (hartree) = -0.4045
- relative energy (zero: lowest compared OMol25 entry of this formula, charge and spin) (kcal/mol) = 39.0
- largest force on an atom (eV/Å) = 1.2
- E_tot (eV) = -8776.004

Each line ends with the Löwdin charge.
Positions of all 11 atoms, in Å:
O1 -0.104 1.100 -1.301  -0.056
C1 0.347 -0.154 -0.816  -0.200
C2 -0.140 -0.118 0.624  -0.394
O2 -1.538 -0.149 0.701  0.004
C3 0.484 -1.083 1.535  -0.142
N1 1.144 -1.523 2.375  0.162
H1 -0.065 1.117 -2.262  0.098
H2 -0.101 -0.994 -1.365  0.135
H3 1.442 -0.245 -0.847  0.131
H4 0.257 0.819 1.034  0.159
H5 -1.816 0.647 0.223  0.103

(5)
C3H5NO2 | wB97M-V/def2-TZVPD

Output
- frontier orbital gap (eV) = 9.45
- HOMO energy (hartree) = -0.3293
- relative energy (zero: lowest compared OMol25 entry of this formula, charge and spin) (kcal/mol) = 110.6
- largest force on an atom (eV/Å) = 0.5
- E_tot (eV) = -8772.898

Each line ends with the Löwdin charge.
Positions of all 11 atoms, in Å:
O1 -0.126 -0.510 -1.919  0.006
C1 0.072 -0.710 -0.198  -0.046
C2 1.089 0.234 0.447  -0.153
N1 -0.036 0.746 1.233  0.084
C3 -0.990 0.088 0.477  -0.527
O2 -2.197 0.166 0.411  0.058
H1 -1.084 -0.343 -2.017  0.113
H2 -0.050 -1.451 -1.440  0.107
H3 1.869 -0.264 1.028  0.104
H4 1.528 0.983 -0.216  0.113
H5 -0.074 1.059 2.193  0.140

(6)
C3H5NO2 | wB97M-V/def2-TZVPD

Output
- frontier orbital gap (eV) = 10.50
- HOMO energy (hartree) = -0.3515
- relative energy (zero: lowest compared OMol25 entry of this formula, charge and spin) (kcal/mol) = 36.1
- largest force on an atom (eV/Å) = 1.4
- E_tot (eV) = -8776.128

Each line ends with the Löwdin charge.
Positions of all 11 atoms, in Å:
O1 0.170 1.231 -1.989  0.049
C1 -0.648 1.201 -1.101  -0.248
C2 -0.653 0.155 -0.012  -0.253
N1 0.507 -0.689 -0.117  -0.033
C3 1.978 -0.550 1.958  -0.011
O2 1.438 0.343 2.419  -0.003
H1 -1.468 1.948 -1.056  0.122
H2 -0.668 0.687 0.957  0.107
H3 -1.628 -0.361 -0.091  0.122
H4 0.881 -0.718 -1.056  0.078
H5 0.413 -1.610 0.284  0.069

(7)
C3H5NO2 | wB97M-V/def2-TZVPD

Output
- frontier orbital gap (eV) = 10.72
- HOMO energy (hartree) = -0.3682
- relative energy (zero: lowest compared OMol25 entry of this formula, charge and spin) (kcal/mol) = 29.5
- largest force on an atom (eV/Å) = 0.9
- E_tot (eV) = -8776.415

Each line ends with the Löwdin charge.
Positions of all 11 atoms, in Å:
N1 1.505 -0.447 0.286  0.069
C1 0.232 -0.121 -0.290  -0.292
C2 -1.078 -0.691 0.233  -0.084
O1 -1.670 0.644 0.209  0.048
C3 -0.473 1.220 -0.123  -0.442
O2 -0.203 2.376 -0.241  0.144
H1 1.849 0.236 0.954  0.088
H2 2.122 -0.412 -0.503  0.069
H3 0.327 -0.321 -1.351  0.152
H4 -1.563 -1.377 -0.463  0.121
H5 -1.032 -1.102 1.243  0.127

(8)
C3H5NO2 | wB97M-V/def2-TZVPD

Output
- SMILES string = [H]/N=C/O/C=C/O
- frontier orbital gap (eV) = 9.52
- HOMO energy (hartree) = -0.3147
- relative energy (zero: lowest compared OMol25 entry of this formula, charge and spin) (kcal/mol) = 54.3
- largest force on an atom (eV/Å) = 0.7
- E_tot (eV) = -8775.341

Each line ends with the Löwdin charge.
Positions of all 11 atoms, in Å:
N1 -0.455 1.024 -1.842  0.111
C1 0.567 1.274 -1.145  -0.307
O1 0.896 0.573 -0.047  -0.025
C2 -0.043 -0.329 0.395  -0.145
C3 0.253 -1.312 1.239  -0.155
O2 -0.778 -1.853 1.954  -0.006
H1 -0.505 1.660 -2.631  0.053
H2 1.315 2.054 -1.296  0.133
H3 -1.051 -0.206 0.011  0.115
H4 -1.428 -1.134 1.935  0.098
H5 1.228 -1.751 1.427  0.129

(9)
C3H5NO2 | wB97M-V/def2-TZVPD

Output
- frontier orbital gap (eV) = 9.99
- HOMO energy (hartree) = -0.3369
- relative energy (zero: lowest compared OMol25 entry of this formula, charge and spin) (kcal/mol) = 62.5
- largest force on an atom (eV/Å) = 0.9
- E_tot (eV) = -8774.985

Each line ends with the Löwdin charge.
Positions of all 11 atoms, in Å:
C1 -1.145 1.361 0.150  -0.059
N1 0.153 0.968 -0.369  -0.044
C2 0.723 -0.213 -0.442  -0.137
O1 -0.017 -1.193 0.118  -0.024
C3 1.064 -2.112 0.140  -0.353
O2 1.662 -2.367 1.134  0.107
H1 -1.601 0.514 0.660  0.083
H2 -1.015 2.179 0.860  0.085
H3 -1.789 1.702 -0.666  0.087
H4 0.740 1.699 -0.731  0.122
H5 1.226 -2.539 -0.855  0.133

(10)
C3H5NO2 | wB97M-V/def2-TZVPD

Output
- frontier orbital gap (alpha / beta) (eV) = 7.60 / 7.89
- HOMO energy (alpha / beta) (hartree) = -0.2762 / -0.2891
- relative energy (zero: lowest compared OMol25 entry of this formula, charge and spin) (kcal/mol) = 170.8
- largest force on an atom (eV/Å) = 0.6
- E_tot (eV) = -8770.289

Each line ends with the Löwdin charge.
Positions of all 11 atoms, in Å:
C1 -0.189 -1.787 0.332  -0.431
C2 0.000 0.717 0.065  -0.304
N1 -0.064 -1.260 -0.807  0.113
C3 0.941 1.398 0.700  -0.033
O1 -1.099 1.212 -0.570  -0.042
O2 0.054 -2.237 1.361  0.230
H1 -1.089 2.185 -0.603  0.103
H2 -0.891 -0.898 -1.268  0.091
H3 -0.341 -2.709 -1.171  0.188
H4 0.888 2.483 0.821  0.047
H5 1.791 0.896 1.140  0.038

(11)
C3H5NO2 | wB97M-V/def2-TZVPD

Output
- SMILES string = C=CN(O)C=O
- frontier orbital gap (eV) = 9.79
- HOMO energy (hartree) = -0.3370
- relative energy (zero: lowest compared OMol25 entry of this formula, charge and spin) (kcal/mol) = 82.5
- largest force on an atom (eV/Å) = 5.3
- E_tot (eV) = -8774.119

Each line ends with the Löwdin charge.
Positions of all 11 atoms, in Å:
C1 -0.580 0.498 -0.738  -0.192
C2 -0.757 0.356 -2.057  0.001
C3 0.407 -0.084 1.410  -0.266
H1 0.249 -1.688 -0.998  0.138
H2 -1.150 1.419 -0.322  0.160
H3 -0.577 -0.462 -2.799  0.066
H4 -1.570 1.037 -2.472  0.072
H5 0.949 -0.916 1.848  0.143
N1 0.130 -0.236 0.110  -0.177
O1 0.928 -1.102 -0.564  0.023
O2 -0.083 0.808 2.100  0.031

(12)
C3H5NO2 | wB97M-V/def2-TZVPD

Output
- SMILES string = [H]/N=C/O[C@@H]1CO1
- frontier orbital gap (eV) = 11.39
- HOMO energy (hartree) = -0.3799
- relative energy (zero: lowest compared OMol25 entry of this formula, charge and spin) (kcal/mol) = 61.2
- largest force on an atom (eV/Å) = 0.5
- E_tot (eV) = -8775.042

Each line ends with the Löwdin charge.
Positions of all 11 atoms, in Å:
N1 1.470 0.475 1.049  0.142
C1 1.053 0.970 -0.031  -0.281
O1 -0.591 -0.969 -1.096  -0.005
C2 -1.027 -1.124 0.270  -0.068
C3 -1.122 0.143 -0.444  -0.349
O2 -0.268 1.227 -0.262  -0.007
H1 2.486 0.399 1.014  0.062
H2 1.668 1.293 -0.873  0.135
H3 -0.232 -1.255 0.999  0.098
H4 -1.913 -1.746 0.387  0.113
H5 -2.071 0.524 -0.814  0.159

(13)
C3H5NO2 | wB97M-V/def2-TZVPD

Output
- frontier orbital gap (eV) = 9.93
- HOMO energy (hartree) = -0.3629
- relative energy (zero: lowest compared OMol25 entry of this formula, charge and spin) (kcal/mol) = 87.3
- largest force on an atom (eV/Å) = 2.4
- E_tot (eV) = -8773.908

Each line ends with the Löwdin charge.
Positions of all 11 atoms, in Å:
O1 -0.668 -1.725 0.299  -0.040
C1 -0.642 -0.203 -0.468  0.048
C2 0.286 0.675 0.391  -0.452
O2 1.162 -0.326 0.740  -0.176
C3 0.893 1.839 -0.378  -0.133
N1 1.359 2.742 -0.939  0.143
H1 -0.366 -2.467 -0.269  0.126
H2 -0.193 -0.333 -1.454  0.127
H3 -1.706 -0.086 -0.410  0.107
H4 -0.239 1.172 1.236  0.146
H5 0.338 -1.328 0.819  0.104

(14)
C3H5NO2 | wB97M-V/def2-TZVPD

Output
- frontier orbital gap (eV) = 9.22
- HOMO energy (hartree) = -0.3315
- relative energy (zero: lowest compared OMol25 entry of this formula, charge and spin) (kcal/mol) = 114.2
- largest force on an atom (eV/Å) = 3.7
- E_tot (eV) = -8772.741

Each line ends with the Löwdin charge.
Positions of all 11 atoms, in Å:
N1 2.112 1.261 0.237  0.184
C1 1.069 0.563 0.170  -0.480
O1 -0.098 0.975 0.816  0.025
C2 -1.074 0.110 0.518  -0.163
C3 -0.478 -1.083 -0.089  -0.162
O2 0.842 -0.620 -0.463  0.024
H1 2.875 0.802 -0.263  0.073
H2 -1.788 0.789 -0.865  0.170
H3 -2.109 0.563 0.216  0.063
H4 -0.367 -1.858 0.681  0.134
H5 -0.984 -1.502 -0.959  0.133

(15)
C3H5NO2 | wB97M-V/def2-TZVPD

Output
- frontier orbital gap (eV) = 8.74
- HOMO energy (hartree) = -0.3276
- relative energy (zero: lowest compared OMol25 entry of this formula, charge and spin) (kcal/mol) = 93.1
- largest force on an atom (eV/Å) = 0.8
- E_tot (eV) = -8773.658

Each line ends with the Löwdin charge.
Positions of all 11 atoms, in Å:
O1 -0.418 2.015 1.050  0.057
C1 0.275 1.234 0.304  -0.023
C2 1.367 -1.007 -0.062  -0.081
O2 0.040 -0.997 -0.629  -0.056
C3 -0.618 0.089 -0.209  -0.470
N1 -1.870 0.287 -0.292  0.156
H1 -1.366 1.726 1.038  0.103
H2 1.747 0.004 -0.178  0.042
H3 1.970 -1.742 -0.580  0.091
H4 1.292 -1.264 1.003  0.103
H5 -2.366 -0.485 -0.740  0.077

(16)
C3H5NO2 | wB97M-V/def2-TZVPD

Output
- SMILES string = NC(=O)CC=O
- frontier orbital gap (eV) = 9.62
- HOMO energy (hartree) = -0.3274
- relative energy (zero: lowest compared OMol25 entry of this formula, charge and spin) (kcal/mol) = 68.5
- largest force on an atom (eV/Å) = 4.7
- E_tot (eV) = -8774.726

Each line ends with the Löwdin charge.
Positions of all 11 atoms, in Å:
N1 -1.847 -0.306 0.222  0.155
C1 -0.731 0.437 -0.015  -0.583
O1 -0.735 1.517 -0.576  0.047
C2 0.532 -0.183 0.451  -0.078
C3 1.748 0.465 -0.449  -0.115
O2 2.205 -0.642 -0.631  -0.035
H1 -1.798 -1.283 0.462  0.100
H2 -2.722 0.061 -0.108  0.107
H3 0.399 -1.314 0.396  0.137
H4 0.806 0.015 1.480  0.113
H5 2.143 1.233 -1.232  0.154

(17)
C3H5NO2 | wB97M-V/def2-TZVPD

Output
- SMILES string = N=C1OCCO1
- frontier orbital gap (eV) = 11.05
- HOMO energy (hartree) = -0.3714
- relative energy (zero: lowest compared OMol25 entry of this formula, charge and spin) (kcal/mol) = 49.2
- largest force on an atom (eV/Å) = 2.1
- E_tot (eV) = -8775.563

Each line ends with the Löwdin charge.
Positions of all 11 atoms, in Å:
N1 -0.624 -0.707 2.324  0.190
C1 -0.351 -0.318 1.180  -0.384
O1 0.031 -1.249 0.111  -0.041
C2 0.345 -0.565 -1.100  -0.151
C3 0.159 0.979 -0.751  -0.143
O2 -0.313 1.003 0.599  -0.032
H1 -0.864 -0.494 3.295  0.088
H2 -0.333 -0.845 -1.929  0.119
H3 1.389 -0.731 -1.424  0.118
H4 1.127 1.502 -0.849  0.118
H5 -0.565 1.423 -1.456  0.118

(18)
C3H5NO2 | wB97M-V/def2-TZVPD

Output
- SMILES string = N=C1OCCO1
- frontier orbital gap (eV) = 10.79
- HOMO energy (hartree) = -0.3666
- relative energy (zero: lowest compared OMol25 entry of this formula, charge and spin) (kcal/mol) = 26.9
- largest force on an atom (eV/Å) = 0.4
- E_tot (eV) = -8776.529

Each line ends with the Löwdin charge.
Positions of all 11 atoms, in Å:
N1 2.044 1.287 0.388  0.175
C1 0.989 0.606 0.361  -0.534
O1 -0.164 1.011 0.947  0.019
C2 -1.203 0.289 0.290  -0.131
C3 -0.525 -1.051 0.041  -0.125
O2 0.801 -0.597 -0.261  0.008
H1 2.789 0.793 -0.096  0.064
H2 -1.403 0.757 -0.681  0.132
H3 -2.122 0.335 0.873  0.133
H4 -0.478 -1.736 0.897  0.132
H5 -0.935 -1.568 -0.827  0.128

(19)
C3H5NO2 | wB97M-V/def2-TZVPD

Output
- SMILES string = [H]/N=C/OCC=O
- frontier orbital gap (eV) = 10.63
- HOMO energy (hartree) = -0.3559
- relative energy (zero: lowest compared OMol25 entry of this formula, charge and spin) (kcal/mol) = 46.3
- largest force on an atom (eV/Å) = 1.1
- E_tot (eV) = -8775.688

Each line ends with the Löwdin charge.
Positions of all 11 atoms, in Å:
N1 0.012 -1.496 0.185  0.128
C1 -0.993 -0.846 0.582  -0.270
O1 -0.944 0.535 0.667  -0.096
C2 0.372 1.060 0.381  -0.147
C3 0.590 0.738 -1.089  -0.281
O2 1.633 0.345 -1.527  0.051
H1 0.033 -2.511 0.147  0.075
H2 -2.013 -1.203 0.813  0.138
H3 1.116 0.559 1.019  0.128
H4 0.494 2.153 0.543  0.138
H5 -0.285 0.812 -1.778  0.136

(20)
C3H5NO2 | wB97M-V/def2-TZVPD

Output
- SMILES string = O=C1CCON1
- frontier orbital gap (eV) = 10.66
- HOMO energy (hartree) = -0.3645
- relative energy (zero: lowest compared OMol25 entry of this formula, charge and spin) (kcal/mol) = 91.7
- largest force on an atom (eV/Å) = 5.9
- E_tot (eV) = -8773.717

Each line ends with the Löwdin charge.
Positions of all 11 atoms, in Å:
C1 -1.103 -0.210 -0.037  -0.585
C2 -0.125 0.840 -0.197  -0.099
C3 1.114 0.078 0.094  -0.226
H1 -0.025 1.669 0.491  0.128
H2 -0.138 1.308 -1.176  0.138
H3 1.868 0.449 -0.683  0.133
H4 1.545 0.552 1.161  0.169
H5 -1.056 -1.814 0.545  0.139
N1 -0.630 -1.452 -0.275  0.140
O1 -2.249 -0.114 0.092  0.158
O2 0.798 -1.306 -0.016  -0.095